The following is a quantum chemistry calculation of 7 unconnected molecules or ions with the total composition C11H22Cl10O6 at a distorted geometry, from OMol25.

SMILES: COC(=O)OC.COC(=O)OC.ClCCl.ClCCl.ClCCl.ClCCl.ClCCl
LUMO, hartree: 0.0138
HOMO, eV: -10.51
ΔE to the lowest compared entry with this formula, charge and spin, kJ/mol: 49.8
Charge: 0
Orbital gap, Eh: 0.40010
Spin multiplicity: 1

Each line ends with the Mulliken charge.
Cartesian coordinates (Å):
C1 3.837 0.865 0.973  0.565
Cl1 4.845 0.927 2.390  -0.176
Cl2 4.354 -0.291 -0.265  -0.156
H1 2.820 0.628 1.285  -0.424
H2 3.947 1.875 0.578  0.183
C2 -5.560 1.971 -2.155  -0.385
Cl3 -6.364 2.214 -0.609  -0.152
Cl4 -4.038 1.102 -2.011  -0.076
H3 -6.203 1.450 -2.863  0.302
H4 -5.377 2.945 -2.609  0.284
C3 -3.838 -2.983 0.225  -0.369
Cl5 -3.279 -2.141 1.682  -0.119
Cl6 -2.650 -2.982 -1.062  -0.093
H5 -3.996 -4.027 0.498  0.321
H6 -4.756 -2.528 -0.147  0.289
C4 1.908 3.566 -2.256  0.310
Cl7 3.463 3.071 -3.134  -0.155
Cl8 2.190 4.004 -0.543  -0.157
H7 1.458 4.463 -2.682  0.378
H8 1.242 2.703 -2.273  -0.423
C5 -1.407 0.724 0.649  0.658
Cl9 -2.212 1.528 2.017  -0.180
Cl10 0.195 1.444 0.240  -0.055
H9 -1.181 -0.321 0.858  -0.164
H10 -2.062 0.755 -0.222  -0.272
C6 0.714 -1.966 -0.778  -0.361
O1 -0.068 -1.353 -1.856  -0.150
C7 0.537 -0.502 -2.665  0.701
O2 1.727 -0.177 -2.651  -0.564
O3 -0.399 -0.104 -3.613  -0.287
C8 -0.090 0.949 -4.460  -0.338
H11 1.082 -1.149 -0.157  0.004
H12 1.475 -2.550 -1.294  0.443
H13 0.118 -2.655 -0.179  0.070
H14 -1.060 1.208 -4.884  0.239
H15 0.639 0.714 -5.236  0.286
H16 0.349 1.789 -3.921  0.017
C9 0.958 -3.471 2.825  -0.301
O4 1.746 -2.554 3.598  -0.367
C10 1.448 -1.211 3.541  0.807
O5 0.605 -0.691 2.785  -0.486
O6 2.213 -0.581 4.437  -0.289
C11 2.093 0.799 4.476  -0.420
H17 -0.023 -3.146 3.171  0.278
H18 1.213 -4.501 3.075  0.237
H19 1.155 -3.253 1.775  -0.009
H20 1.061 1.085 4.680  0.285
H21 2.397 1.213 3.515  0.101
H22 2.773 1.144 5.255  0.172

=====

The following is a quantum chemistry calculation of a molecular structure, C20H20N6O2STi, from OMol25.

LUMO (alpha / beta), hartree: -0.1554 / -0.1539
HOMO (alpha / beta), eV: -11.35 / -11.36
ΔE to the lowest compared entry with this formula, charge and spin, kJ/mol: 5.3
Charge: +1
Orbital gap (alpha / beta), Eh: 0.26178 / 0.26343
Spin multiplicity: 2

Each line ends with the Mulliken spin population.
Cartesian coordinates (Å):
Ti1 -0.480 -1.061 -0.047  0.966
C1 -3.899 1.158 1.632  0.001
C2 -2.988 0.280 0.851  -0.007
N1 -1.713 0.264 1.003  0.009
N2 -1.092 1.099 1.894  0.003
C3 0.191 1.080 1.631  -0.011
O1 0.678 0.374 0.632  0.005
C4 1.115 1.865 2.461  -0.004
C5 0.628 2.737 3.435  -0.001
C6 1.513 3.447 4.224  0.000
C7 2.883 3.287 4.053  0.000
C8 3.371 2.417 3.090  0.000
C9 2.489 1.707 2.292  0.000
C10 -3.456 -0.647 -0.201  0.005
C11 -4.788 -0.840 -0.519  -0.007
C12 -5.119 -1.735 -1.527  0.010
C13 -4.114 -2.401 -2.204  -0.004
C14 -2.802 -2.146 -1.846  0.019
N3 -2.476 -1.297 -0.872  -0.014
H1 -3.366 2.060 1.924  0.000
H2 -4.793 1.419 1.072  0.000
H3 -4.200 0.649 2.551  0.000
H4 -0.440 2.847 3.562  0.000
H5 1.137 4.126 4.977  0.000
H6 3.572 3.839 4.679  0.000
H7 4.437 2.286 2.966  0.000
H8 2.856 1.014 1.548  -0.001
H9 -5.563 -0.312 0.017  0.000
H10 -6.157 -1.903 -1.781  0.001
H11 -4.331 -3.103 -2.995  0.000
H12 -1.977 -2.631 -2.354  -0.002
N4 -0.175 -2.610 1.117  0.006
C15 0.633 -3.230 1.738  0.008
N5 1.389 -3.991 2.353  0.000
C16 2.528 -3.636 2.945  0.000
N6 3.528 -3.381 3.458  -0.001
O2 0.517 -1.248 -1.834  0.012
S1 2.051 -0.999 -1.929  0.008
C17 2.198 0.754 -2.392  0.000
C18 2.628 0.817 -3.859  0.000
C19 2.090 -0.444 -4.530  -0.001
C20 2.459 -1.578 -3.584  0.001
H13 2.876 1.239 -1.693  0.000
H14 1.193 1.145 -2.229  0.001
H15 3.717 0.839 -3.929  0.000
H16 2.253 1.727 -4.323  0.000
H17 2.522 -0.605 -5.516  0.000
H18 1.006 -0.390 -4.643  0.000
H19 3.535 -1.768 -3.571  0.000
H20 1.935 -2.522 -3.729  0.000

=====

The following is a quantum chemistry calculation of a molecular structure, C27H23CoO2P2S2 at a distorted geometry, from OMol25.

LUMO (alpha / beta), hartree: -0.0330 / -0.0232
HOMO (alpha / beta), eV: -8.08 / -8.26
Charge: 0
Orbital gap (alpha / beta), Eh: 0.26386 / 0.28027
Spin multiplicity: 1

Each line ends with the Mulliken charge.
Cartesian coordinates (Å):
Co1 2.014 1.647 -0.583  -0.282
S1 0.380 3.357 -0.538  -0.535
P1 -0.571 1.837 0.344  1.953
C1 0.612 0.546 0.432  -1.315
P2 0.705 -0.549 -0.909  1.859
S2 1.253 0.535 -2.521  -0.491
C2 -0.691 -1.656 -1.283  0.655
C3 -1.219 -2.424 -0.241  -0.518
C4 -2.207 -3.364 -0.490  -0.689
C5 -2.674 -3.547 -1.788  -0.418
C6 -2.157 -2.785 -2.827  -0.695
C7 -1.165 -1.838 -2.577  -0.181
C8 2.007 -1.747 -0.503  0.378
C9 2.348 -2.718 -1.448  -0.664
C10 3.359 -3.624 -1.180  -0.637
C11 4.040 -3.566 0.032  -0.467
C12 3.705 -2.605 0.971  -0.690
C13 2.691 -1.690 0.704  -0.066
C14 -1.083 2.252 2.025  0.036
C15 -1.978 3.307 2.210  -0.348
C16 -2.396 3.649 3.487  -0.683
C17 -1.922 2.940 4.587  -0.412
C18 -1.030 1.891 4.408  -0.692
C19 -0.609 1.542 3.125  -0.103
C20 -2.124 1.417 -0.486  0.162
C21 -3.085 0.651 0.180  -0.297
C22 -4.220 0.219 -0.495  -0.699
C23 -4.402 0.554 -1.833  -0.442
C24 -3.454 1.326 -2.494  -0.641
C25 -2.314 1.757 -1.824  -0.440
H1 -0.845 -2.286 0.770  0.401
H2 -2.614 -3.955 0.325  0.417
H3 -3.444 -4.285 -1.987  0.394
H4 -2.529 -2.921 -3.838  0.408
H5 -0.773 -1.228 -3.381  0.394
H6 1.817 -2.763 -2.393  0.385
H7 3.617 -4.378 -1.913  0.393
H8 4.836 -4.274 0.242  0.378
H9 4.236 -2.560 1.914  0.411
H10 2.426 -0.932 1.429  0.383
H11 -2.342 3.864 1.351  0.369
H12 -3.090 4.471 3.628  0.385
H13 -2.249 3.210 5.586  0.367
H14 -0.657 1.343 5.267  0.400
H15 0.096 0.733 2.969  0.398
H16 -2.944 0.393 1.226  0.425
H17 -4.965 -0.379 0.022  0.409
H18 -5.289 0.215 -2.360  0.403
H19 -3.600 1.590 -3.538  0.407
H20 -1.563 2.349 -2.333  0.328
C26 5.812 2.178 -0.154  -1.133
C27 4.340 1.931 -0.252  1.115
O1 3.896 0.841 -0.728  -0.687
O2 3.498 2.816 0.115  -0.716
H21 6.183 2.461 -1.141  0.289
H22 6.321 1.266 0.147  0.309
H23 6.013 2.985 0.545  0.329

=====

The following is a quantum chemistry calculation of C4H7NO2 in the gas phase, from OMol25.

SMILES: CC(=O)[C@]1(N)CO1
LUMO, hartree: 0.0339
HOMO, eV: -8.67
ΔE to the lowest compared entry with this formula, charge and spin, kJ/mol: 299.4
Charge: 0
Orbital gap, Eh: 0.35256
Spin multiplicity: 1

Each line ends with the Mulliken charge.
Cartesian coordinates (Å):
C1 -1.101 1.465 -0.257  -1.057
C2 0.143 0.793 0.227  0.442
C3 0.611 -0.871 -1.218  -0.536
O1 1.148 1.395 0.559  -0.584
C4 0.221 -0.701 0.263  0.786
O2 -0.468 -1.559 -0.587  -0.469
N1 0.513 -1.213 1.530  -0.459
H1 -0.844 2.282 -0.932  0.303
H2 -1.814 0.773 -0.711  0.322
H3 -1.541 1.890 0.649  0.337
H4 1.538 -1.325 -1.539  0.293
H5 0.195 -0.197 -1.978  0.232
H6 0.723 -2.180 1.718  0.211
H7 0.677 -0.552 2.275  0.181

=====

The following is a quantum chemistry calculation of a molecular structure, C28H48Cl2O3P2Tl at a distorted geometry, from OMol25.

LUMO, hartree: 0.0965
HOMO, eV: -2.51
Charge: -1
Orbital gap, Eh: 0.18880
Spin multiplicity: 1

Each line ends with the Mulliken charge.
Cartesian coordinates (Å):
P1 0.127 -1.008 -4.346  0.692
C1 1.688 -0.369 -5.213  -0.019
C2 1.961 -0.740 -6.675  -0.200
C3 3.379 -0.305 -7.067  -0.979
C4 3.655 1.176 -6.778  -0.666
C5 3.259 1.596 -5.358  -0.851
C6 1.838 1.143 -4.997  -0.320
C7 -1.306 -0.127 -5.186  0.476
C8 -1.200 0.069 -6.696  -0.697
C9 -2.520 0.625 -7.239  -0.953
C10 -2.937 1.923 -6.536  -0.699
C11 -2.895 1.829 -5.006  -0.887
C12 -1.593 1.206 -4.477  -0.607
C13 -0.029 -2.696 -5.122  -0.033
C14 1.166 -3.558 -4.689  -0.692
C15 1.079 -4.980 -5.262  -0.860
C16 -0.258 -5.665 -4.960  -0.713
C17 -1.465 -4.787 -5.310  -0.913
C18 -1.363 -3.361 -4.753  -0.555
H1 2.454 -0.866 -4.588  0.527
H2 1.238 -0.245 -7.336  0.071
H3 1.853 -1.821 -6.842  0.175
H4 3.541 -0.513 -8.132  0.378
H5 4.097 -0.918 -6.505  0.401
H6 4.719 1.384 -6.935  0.392
H7 3.101 1.792 -7.500  0.302
H8 3.955 1.153 -4.633  0.338
H9 3.330 2.685 -5.253  0.396
H10 1.632 1.395 -3.947  -0.252
H11 1.116 1.682 -5.631  0.240
H12 -2.162 -0.797 -4.992  0.390
H13 -3.303 -0.133 -7.095  0.359
H14 -0.958 -0.874 -7.208  0.212
H15 -0.393 0.781 -6.919  0.191
H16 -2.427 0.794 -8.319  0.396
H17 -3.950 2.197 -6.855  0.393
H18 -2.272 2.734 -6.864  0.282
H19 -3.024 2.826 -4.568  0.430
H20 -3.737 1.214 -4.661  0.361
H21 -1.663 1.048 -3.390  0.074
H22 -0.758 1.902 -4.653  0.192
H23 -0.004 -2.539 -6.215  0.245
H24 2.118 -3.106 -5.002  0.267
H25 1.187 -3.601 -3.589  0.247
H26 1.220 -4.933 -6.351  0.327
H27 1.905 -5.577 -4.858  0.387
H28 -0.298 -5.920 -3.893  0.323
H29 -0.320 -6.608 -5.515  0.370
H30 -2.386 -5.251 -4.938  0.400
H31 -1.555 -4.728 -6.404  0.370
H32 -2.212 -2.777 -5.136  0.153
H33 -1.461 -3.363 -3.658  0.159
Tl1 -0.012 -0.039 -0.500  0.725
Cl1 -1.643 -1.601 -1.586  -0.495
Cl2 2.228 -0.181 -1.591  -0.526
C19 -0.454 1.605 0.714  -1.166
H34 -0.858 1.398 1.718  0.053
C20 -0.426 2.968 0.290  1.214
C21 -1.136 3.996 1.006  -0.611
C22 -1.304 5.263 0.459  -0.380
C23 -0.732 5.585 -0.788  -0.512
C24 0.062 4.635 -1.455  -0.540
C25 0.253 3.366 -0.917  -0.450
H35 -1.583 3.748 1.972  0.264
H36 -1.890 6.017 0.991  0.327
H37 0.534 4.900 -2.406  0.356
H38 0.901 2.631 -1.411  0.414
H39 -0.905 6.562 -1.239  0.329
C26 0.496 -3.480 0.879  -0.604
O1 1.315 -2.462 1.514  -0.371
P2 0.532 -1.100 1.963  0.591
O2 -0.631 -1.666 2.945  -0.359
C27 -0.914 -1.118 4.251  -0.709
O3 1.609 -0.391 2.932  -0.275
C28 2.990 -0.202 2.539  -0.562
H40 1.096 -3.866 0.045  0.202
H41 -0.444 -3.081 0.459  0.284
H42 0.280 -4.284 1.597  0.240
H43 -1.434 -0.156 4.149  0.288
H44 -1.573 -1.841 4.738  0.239
H45 -0.005 -1.002 4.856  0.309
H46 3.568 -1.109 2.753  0.254
H47 3.354 0.620 3.165  0.238
H48 3.105 0.057 1.475  0.216

=====

The following is a quantum chemistry calculation of 2 unconnected molecules or ions with the total composition C4H14N3 at a distorted geometry, from OMol25.

LUMO, hartree: -0.1129
HOMO, eV: -13.71
ΔE to the lowest compared entry with this formula, charge and spin, kJ/mol: 224.8
Charge: +1
Orbital gap, Eh: 0.39083
Spin multiplicity: 1

Each line ends with the Mulliken charge.
Cartesian coordinates (Å):
C1 1.741 1.766 -0.901  -0.972
C2 -0.178 1.172 0.626  0.617
N1 0.591 1.979 -0.125  -0.202
N2 -0.061 -0.148 0.554  -0.231
N3 -1.033 1.691 1.620  -0.431
H1 0.362 3.000 -0.320  0.290
H2 0.464 -0.530 -0.211  0.079
H3 -0.030 -0.720 1.385  0.213
H4 -1.005 2.720 1.662  0.237
H5 -1.923 1.315 1.852  0.266
H6 2.483 2.508 -0.702  0.332
H7 1.517 1.562 -1.869  0.414
H8 2.096 0.722 -0.669  0.331
C3 -0.599 -2.585 -1.399  -0.917
C4 -0.427 -3.209 -0.058  -0.912
H9 -1.713 -2.754 -1.836  0.247
H10 -0.344 -1.623 -1.691  0.369
H11 -0.333 -3.316 -2.380  0.296
H12 -1.168 -4.013 -0.030  0.350
H13 0.585 -3.655 0.053  0.261
H14 -0.676 -2.736 0.806  0.363

=====

Look up the spin multiplicity of the second one.
2

=====

The highest spin multiplicity belongs to which entry?
C20H20N6O2STi

=====

Which value of charge does entry 4 give?
0